The following is a DFT calculation (ωB97M-V/def2-TZVPD) of a molecular structure, C15H19AsClN2O9PtS.

Each line ends with the natural charge from an NBO analysis.
CARTESIAN COORDINATES (ANGSTROEM)
1 Pt 0.168 0.477 -1.174  1.245
2 O -3.565 -0.121 -2.983  -0.725
3 Cl -2.543 0.052 -2.047  2.562
4 O -3.019 0.070 -0.702  -0.830
5 O -1.811 1.307 -2.277  -0.864
6 O -1.525 -0.992 -2.163  -0.860
7 O 4.211 1.655 -0.773  -0.551
8 C 3.013 1.570 -0.876  0.736
9 O 2.279 0.563 -0.513  -0.763
10 C 2.222 2.728 -1.471  0.094
11 C 2.841 3.922 -1.791  -0.188
12 C 2.059 4.940 -2.315  -0.118
13 C 0.701 4.726 -2.508  -0.224
14 C 0.154 3.500 -2.174  0.044
15 N 0.921 2.533 -1.662  -0.483
16 H 3.905 4.010 -1.623  0.271
17 H 2.502 5.892 -2.576  0.246
18 H 0.063 5.497 -2.918  0.250
19 H -0.890 3.274 -2.327  0.245
20 N 1.175 -1.584 -1.514  -0.752
21 C 0.691 -2.509 -0.568  0.131
22 C 1.224 -2.466 0.726  -0.194
23 C 0.740 -3.321 1.695  -0.206
24 C -0.291 -4.166 1.331  -0.124
25 C -0.820 -4.270 0.065  -0.187
26 C -0.328 -3.403 -0.898  -0.202
27 S -1.007 -5.284 2.703  2.360
28 O -2.224 -5.792 2.148  -0.885
29 O 0.172 -6.143 2.641  -0.630
30 O -1.092 -4.378 3.815  -0.899
31 H 0.944 -1.788 -2.480  0.426
32 H 2.139 -1.295 -1.360  0.451
33 H 2.017 -1.762 0.953  0.240
34 H 1.122 -3.319 2.706  0.269
35 H -1.616 -4.971 -0.142  0.278
36 H -0.749 -3.408 -1.895  0.246
37 C 0.590 0.961 2.436  -0.954
38 As -0.849 0.783 1.130  1.114
39 C -1.612 2.566 1.071  -0.950
40 C -2.131 -0.289 2.121  -0.917
41 H 0.318 1.729 3.159  0.251
42 H 1.522 1.237 1.946  0.259
43 H 0.721 0.013 2.955  0.250
44 H -2.057 2.794 2.039  0.255
45 H -2.380 2.609 0.302  0.263
46 H -0.827 3.287 0.850  0.244
47 H -2.164 0.122 3.129  0.250
48 H -1.814 -1.330 2.163  0.257
49 H -3.102 -0.226 1.643  0.270

Calculated values
Net charge   +1
ΔE to the lowest compared entry with this formula, charge and spin   21.54 kcal/mol
Gap between HOMO and LUMO (spin up / spin down)   9.2273 / 5.6878 eV
HOMO energy (spin up / spin down)   -12.71 / -12.90 eV
Multiplicity   5
Calculated total energy   -4582.4537 Ha

---

The following is a DFT calculation (ωB97M-V/def2-TZVPD) of 15 unconnected molecules or ions with the total composition H30O15.

Each line ends with the natural charge from an NBO analysis.
CARTESIAN COORDINATES (ANGSTROEM)
1 H -1.047 -0.406 0.370  0.477
2 H 0.237 -0.339 -0.446  0.475
3 H -3.381 -0.511 2.368  0.476
4 H -1.806 -0.626 2.484  0.497
5 H -1.206 0.987 4.487  0.480
6 H -2.421 0.581 3.722  0.463
7 H 1.856 0.590 0.029  0.472
8 H 2.118 1.503 -1.225  0.475
9 H -0.229 0.566 2.340  0.452
10 H 1.073 0.059 2.933  0.464
11 H 3.390 -2.647 0.981  0.450
12 H 3.695 -2.906 -0.470  0.471
13 H -2.008 0.835 -1.615  0.489
14 H -1.723 -0.593 -1.075  0.458
15 H -3.160 -2.455 -1.774  0.476
16 H -4.176 -2.718 -2.744  0.449
17 H 5.190 0.478 -0.311  0.425
18 H 3.739 0.462 -0.213  0.481
19 H 0.781 5.166 0.249  0.465
20 H 1.243 3.670 -0.088  0.494
21 H -0.414 -1.864 -0.783  0.469
22 H -1.006 -2.991 0.251  0.484
23 H -1.297 2.630 -3.900  0.474
24 H -2.675 2.733 -3.254  0.467
25 H -2.483 2.782 0.594  0.469
26 H -2.729 3.835 -0.547  0.471
27 H 1.010 -3.522 1.224  0.465
28 H 0.841 -4.901 0.504  0.468
29 H 3.250 0.415 -2.373  0.477
30 H 1.914 -0.075 -1.736  0.419
31 O -0.122 -0.587 0.419  -0.941
32 O -2.599 -0.546 1.911  -0.973
33 O -1.736 0.240 4.374  -0.940
34 O 2.239 1.362 -0.251  -0.932
35 O 0.703 0.790 2.438  -0.916
36 O 3.397 -2.219 0.161  -0.918
37 O -1.440 0.133 -1.685  -0.953
38 O -3.857 -3.067 -1.994  -0.927
39 O 4.396 -0.147 -0.501  -0.923
40 O 1.384 4.488 0.419  -0.960
41 O -0.935 -2.674 -0.726  -0.969
42 O -1.795 2.345 -3.170  -0.939
43 O -2.074 3.190 -0.160  -0.939
44 O 1.020 -3.975 0.350  -0.929
45 O 2.844 -0.070 -1.569  -0.896

Calculated values
Net charge   0
ΔE to the lowest compared entry with this formula, charge and spin   213.69 kcal/mol
Gap between HOMO and LUMO   8.6580 eV
HOMO energy   -8.87 eV
Multiplicity   1
Calculated total energy   -1146.2995 Ha

---

The following is a DFT calculation (ωB97M-V/def2-TZVPD) of a molecular structure, C29H27BClGeN6O2Rh.

Each line ends with the natural charge from an NBO analysis.
CARTESIAN COORDINATES (ANGSTROEM)
1 Rh -0.183 1.406 0.066  1.012
2 C 0.141 1.410 4.209  -0.319
3 C -0.378 0.876 3.038  -0.014
4 N 0.157 1.515 1.991  -0.244
5 N 1.007 2.455 2.461  -0.295
6 C 1.010 2.405 3.795  0.029
7 B 1.831 3.314 1.458  0.522
8 N 2.531 2.290 0.554  -0.310
9 C 3.825 2.042 0.357  0.044
10 C 3.945 1.043 -0.592  -0.326
11 C 2.642 0.722 -0.927  0.010
12 N 1.784 1.490 -0.243  -0.280
13 N 0.877 4.138 0.587  -0.318
14 C 0.776 5.463 0.410  0.025
15 C -0.200 5.706 -0.536  -0.334
16 C -0.665 4.443 -0.897  0.008
17 N 0.003 3.509 -0.227  -0.329
18 H -0.093 1.119 5.218  0.253
19 H -1.087 0.079 2.891  0.250
20 H 1.624 3.086 4.359  0.242
21 H 2.609 4.019 2.028  -0.005
22 H 4.572 2.606 0.889  0.239
23 H 4.846 0.618 -0.996  0.252
24 H 2.289 0.010 -1.646  0.232
25 H 1.398 6.138 0.972  0.237
26 H -0.527 6.658 -0.912  0.249
27 H -1.433 4.162 -1.597  0.232
28 Cl -5.250 0.807 -0.069  -0.008
29 C -4.231 1.300 -1.443  -0.467
30 C -2.806 0.920 -1.132  0.825
31 O -2.399 -0.214 -1.399  -0.641
32 O -2.062 1.814 -0.595  -0.743
33 H -4.324 2.375 -1.555  0.242
34 H -4.580 0.775 -2.327  0.248
35 C -3.274 -3.216 2.630  -0.191
36 C -2.363 -3.938 1.873  -0.219
37 C -1.567 -3.291 0.940  -0.143
38 C -1.685 -1.915 0.731  -0.500
39 C -2.613 -1.207 1.489  -0.235
40 C -3.394 -1.847 2.442  -0.199
41 Ge -0.552 -1.172 -0.662  1.597
42 C 1.264 -1.616 0.008  -0.467
43 C 1.696 -1.318 1.303  -0.213
44 C 2.960 -1.674 1.743  -0.201
45 C 3.827 -2.341 0.889  -0.179
46 C 3.409 -2.676 -0.389  -0.232
47 C 2.147 -2.306 -0.833  -0.163
48 C -0.615 -1.942 -2.423  -0.532
49 C 0.254 -1.521 -3.433  -0.205
50 C 0.115 -1.977 -4.737  -0.211
51 C -0.903 -2.863 -5.050  -0.181
52 C -1.779 -3.291 -4.060  -0.221
53 C -1.647 -2.822 -2.764  -0.119
54 H -3.894 -3.721 3.359  0.226
55 H -2.271 -5.008 2.010  0.226
56 H -0.834 -3.865 0.381  0.210
57 H -2.763 -0.143 1.334  0.210
58 H -4.109 -1.279 3.024  0.223
59 H 1.025 -0.837 1.996  0.214
60 H 3.269 -1.441 2.754  0.224
61 H 4.817 -2.619 1.224  0.226
62 H 4.068 -3.229 -1.046  0.228
63 H 1.837 -2.590 -1.829  0.221
64 H 1.063 -0.833 -3.214  0.197
65 H 0.800 -1.644 -5.505  0.224
66 H -1.018 -3.220 -6.064  0.226
67 H -2.575 -3.981 -4.305  0.226
68 H -2.344 -3.155 -2.005  0.214

Calculated values
Net charge   +1
ΔE to the lowest compared entry with this formula, charge and spin   38.55 kcal/mol
Gap between HOMO and LUMO (spin up / spin down)   6.7993 / 6.5421 eV
HOMO energy (spin up / spin down)   -11.48 / -11.67 eV
Multiplicity   2
Calculated total energy   -4272.6501 Ha

---

Number 1: molecular weight 708.84 g/mol. Number 2: molecular weight 270.22 g/mol. Number 3: molecular weight 713.36 g/mol.